A molecular structure, C37H75F16O19P4, computed with ωB97M-V with the def2-TZVPD basis set.

XYZ file:
```
151
Properties=species:S:1:pos:R:3
C 29.399 21.786 -1.397
C 29.663 20.979 -0.101
C 28.620 21.372 0.942
O 29.811 19.556 -0.231
H 30.266 21.730 -2.054
H 29.283 22.851 -1.193
H 28.526 21.475 -1.970
H 30.597 21.344 0.325
H 28.934 22.380 1.215
H 28.577 20.808 1.874
H 27.642 21.622 0.531
C 32.199 20.363 2.578
C 31.389 19.627 1.539
O 32.399 18.927 0.833
P 31.872 17.556 0.096
O 30.416 17.527 -0.240
O 32.750 17.488 -1.342
C 34.228 17.662 -1.229
C 34.895 17.814 -2.600
O 32.512 16.433 1.064
C 33.663 16.684 1.848
C 34.474 15.460 1.973
H 31.535 21.054 3.096
H 32.475 19.555 3.255
H 33.032 20.995 2.267
H 30.723 18.972 2.101
H 30.803 20.289 0.901
H 34.382 18.665 -0.831
H 34.634 16.814 -0.676
H 35.288 16.837 -2.882
H 34.249 18.187 -3.395
H 35.733 18.494 -2.453
H 34.206 17.497 1.367
H 33.355 16.924 2.866
H 35.483 15.690 2.314
H 33.945 14.679 2.518
H 34.731 14.951 1.043
C 24.887 19.907 2.041
C 26.248 19.546 1.614
O 26.224 18.637 0.554
P 26.590 19.104 -0.962
O 27.897 18.588 -1.514
O 25.317 18.554 -1.801
C 24.007 19.118 -1.583
C 22.987 18.264 -2.449
O 26.381 20.789 -0.929
C 26.620 21.512 -2.115
C 26.442 22.946 -1.815
H 24.801 20.347 3.035
H 24.465 20.618 1.331
H 24.259 19.037 2.228
H 26.851 20.409 1.330
H 26.659 19.091 2.515
H 23.718 19.182 -0.534
H 23.841 20.172 -1.805
H 22.088 18.301 -1.834
H 22.711 18.736 -3.393
H 23.332 17.248 -2.639
H 27.537 21.243 -2.639
H 26.027 21.273 -2.998
H 25.521 23.182 -1.283
H 27.217 23.212 -1.097
H 26.596 23.639 -2.642
C 31.142 19.759 -6.560
C 29.939 19.469 -5.537
O 29.545 20.628 -4.813
P 28.411 20.430 -3.624
O 28.707 19.436 -2.534
O 27.104 20.009 -4.456
C 26.576 20.810 -5.519
C 25.192 21.167 -5.098
O 28.096 22.024 -3.123
C 29.197 22.984 -3.123
C 28.609 24.170 -3.946
H 30.898 20.385 -7.419
H 32.027 20.121 -6.037
H 31.319 18.816 -7.078
H 29.091 19.061 -6.088
H 30.336 18.775 -4.796
H 27.212 21.684 -5.656
H 26.609 20.310 -6.487
H 25.060 21.931 -4.332
H 24.781 21.807 -5.878
H 24.625 20.252 -4.925
H 29.490 23.465 -2.190
H 30.055 22.586 -3.664
H 28.503 23.817 -4.971
H 27.655 24.507 -3.540
H 29.198 25.087 -3.910
C 32.745 17.767 -5.067
C 33.350 19.133 -4.719
O 32.361 20.185 -4.502
P 31.551 20.223 -3.039
O 30.762 19.065 -2.636
O 30.775 21.656 -3.015
C 31.503 22.830 -3.300
C 31.294 23.766 -2.120
O 32.772 20.495 -2.007
C 32.638 20.512 -0.587
C 34.020 20.968 0.052
H 32.120 17.895 -5.951
H 33.564 17.128 -5.396
H 32.071 17.353 -4.317
H 34.074 19.102 -3.904
H 33.907 19.419 -5.611
H 32.574 22.848 -3.504
H 30.999 23.253 -4.169
H 30.308 24.016 -1.731
H 31.917 23.372 -1.317
H 31.540 24.787 -2.413
H 31.942 21.274 -0.236
H 32.393 19.500 -0.265
H 34.582 21.609 -0.628
H 33.751 21.576 0.915
H 34.754 20.295 0.495
C 26.246 24.810 3.150
C 24.976 25.121 2.194
C 23.805 23.988 2.199
F 23.284 23.614 3.496
F 22.766 24.446 1.460
F 24.551 26.344 2.668
F 25.361 25.237 0.916
O 26.348 23.389 3.478
C 27.410 22.733 2.725
C 28.870 22.719 3.363
F 29.646 23.891 3.269
F 28.608 22.446 4.658
F 27.070 21.428 2.761
F 27.454 23.043 1.400
H 26.331 25.372 4.080
H 27.144 25.140 2.629
H 24.227 23.111 1.709
H 29.524 22.009 2.858
C 29.327 26.346 -1.254
C 28.634 25.325 -0.278
C 29.628 24.636 0.689
F 30.752 25.328 1.054
F 29.009 24.060 1.736
F 27.748 26.071 0.385
F 27.929 24.332 -0.867
O 29.992 25.746 -2.344
C 30.539 26.551 -3.445
C 31.460 25.630 -4.314
F 30.952 24.428 -4.573
F 31.853 26.344 -5.400
F 29.580 26.977 -4.193
F 31.245 27.605 -2.995
H 29.869 27.110 -0.696
H 28.489 26.921 -1.648
H 30.159 23.775 0.282
H 32.400 25.279 -3.889
```

The value obtained for the largest force on an atom is 0.37666 hartree/bohr. The HOMO energy comes out at -2.3 eV. Its net charge is -1. As for the multiplicity: 1.

=====

C18H18N2O3S in the gas phase, computed with ωB97M-V with the def2-TZVPD basis set.

XYZ file:
```
42
Properties=species:S:1:pos:R:3
C -3.640 -0.848 0.741
C -3.576 0.514 1.425
O -2.615 1.366 0.827
C -1.308 1.152 1.026
C -0.757 0.255 1.919
C 0.628 0.082 1.991
C 1.474 0.819 1.213
S 3.176 0.286 1.087
O 4.112 1.372 1.105
O 3.382 -0.800 1.995
N 3.211 -0.295 -0.503
C 2.041 -0.882 -0.991
C 1.458 -0.461 -2.182
C 0.263 -1.023 -2.592
C -0.361 -1.988 -1.821
C 0.221 -2.428 -0.639
C -0.424 -3.495 0.193
C 1.427 -1.874 -0.236
C 0.973 1.793 0.330
C 1.786 2.628 -0.465
C 1.194 3.514 -1.325
C -0.209 3.564 -1.379
N -0.988 2.831 -0.633
C -0.436 1.956 0.220
H -3.868 -0.717 -0.313
H -2.688 -1.368 0.822
H -4.417 -1.453 1.200
H -4.522 1.044 1.292
H -3.388 0.407 2.500
H -1.380 -0.351 2.557
H 1.052 -0.655 2.656
H 3.635 0.376 -1.126
H 1.937 0.305 -2.774
H -0.193 -0.692 -3.513
H -1.303 -2.407 -2.144
H 0.086 -4.446 0.036
H -0.352 -3.253 1.251
H -1.470 -3.623 -0.076
H 1.907 -2.197 0.675
H 2.858 2.572 -0.353
H 1.784 4.172 -1.944
H -0.710 4.247 -2.052
```

The value obtained for the largest force on an atom is 0.01868 hartree/bohr. The SMILES is CCOc1ccc(S(=O)(=O)Nc2cccc(C)c2)c2cccnc12. The HOMO energy comes out at -8.6 eV. The energy relative to the best compared isomer or geometry (same formula, charge and spin) is 1.886 eV. Its net charge is 0. As for the multiplicity: 1.

=====

> Number 2 is which compound?

C18H18N2O3S